{"formula": "C19H30BF3N4O3P", "method": "ωB97M-V/def2-TZVPD", "fmax_ev_per_a": 0.945, "homo_lumo_gap_ev": 7.409, "e_lumo_ev": -3.085, "total_charge": 1, "total_energy_ha": -1852.34368, "elements": ["C", "C", "C", "N", "C", "B", "C", "O", "C", "O", "C", "P", "O", "C", "F", "F", "F", "C", "N", "H", "H", "H", "H", "H", "H", "H", "H", "H", "H", "H", "H", "H", "H", "H", "H", "H", "H", "H", "H", "N", "C", "C", "C", "C", "C", "H", "H", "H", "H", "H", "N", "C", "C", "C", "C", "C", "H", "H", "H", "H", "H"], "positions_angstrom": [[3.83047, 2.43011, 4.28401], [4.26281, 2.50409, 2.80626], [3.90711, 3.82854, 2.10350], [3.08691, 3.62269, 0.88217], [1.72898, 4.15805, 0.88382], [1.65241, 5.75658, 0.70456], [2.01644, 6.76188, 1.83311], [1.21313, 6.12360, -0.54003], [0.90759, 3.70472, 2.09632], [0.51453, 2.34027, 2.02394], [-0.35281, 2.04618, 0.95016], [0.24835, 0.43103, 0.23391], [-0.25356, 0.22336, -1.13990], [-1.80169, 1.92166, 1.46431], [-2.00038, 0.78830, 2.13121], [-2.07209, 2.94385, 2.28475], [-2.66115, 1.96849, 0.44078], [-0.33432, 3.11162, -0.15351], [1.09292, 3.49883, -0.34097], [3.37938, 3.36226, 4.62910], [4.67479, 2.20708, 4.93348], [3.11480, 1.62376, 4.44212], [3.76530, 1.71288, 2.24471], [5.33332, 2.32877, 2.71181], [3.40830, 4.50292, 2.80131], [4.81917, 4.33662, 1.79025], [3.59230, 4.02169, 0.09683], [1.71749, 7.77897, 1.58040], [3.10502, 6.77917, 1.97187], [1.60379, 6.48852, 2.80627], [1.56943, 6.95676, -0.87345], [0.02524, 4.33952, 2.22072], [1.49302, 3.80952, 3.00572], [1.64306, 0.59121, 0.36003], [-0.05706, -0.52851, 1.20548], [-0.90366, 4.00059, 0.10936], [-0.71178, 2.67671, -1.07776], [1.64497, 2.64649, -0.49498], [1.21739, 4.09262, -1.16582], [-3.33147, -4.47388, -3.50577], [-2.08408, -4.20905, -3.88788], [-1.37377, -3.09410, -3.46823], [-1.99024, -2.20221, -2.60430], [-3.29060, -2.46627, -2.20257], [-3.91453, -3.61016, -2.67826], [-1.62937, -4.92887, -4.56038], [-0.35977, -2.93478, -3.80971], [-1.46961, -1.32261, -2.25001], [-3.81623, -1.80165, -1.52964], [-4.92900, -3.85046, -2.37955], [-2.68486, -8.18943, -0.66255], [-2.73906, -9.50667, -0.84746], [-2.87003, -10.10188, -2.09338], [-2.95094, -9.28519, -3.20999], [-2.89789, -7.91179, -3.03468], [-2.76393, -7.41810, -1.74525], [-2.67515, -10.11534, 0.04791], [-2.90802, -11.17910, -2.18158], [-3.05554, -9.71207, -4.19928], [-2.96451, -7.22904, -3.87046], [-2.72131, -6.34876, -1.57286]], "nbo_charge": [-0.619, -0.424, -0.226, -0.644, -0.051, 0.999, -1.037, -0.900, -0.101, -0.507, -0.141, 1.496, -1.065, 0.962, -0.298, -0.312, -0.305, -0.271, -0.522, 0.196, 0.232, 0.220, 0.214, 0.224, 0.188, 0.215, 0.375, 0.258, 0.270, 0.261, 0.524, 0.205, 0.245, -0.077, -0.022, 0.249, 0.288, 0.446, 0.462, -0.425, 0.034, -0.261, -0.180, -0.263, 0.037, 0.194, 0.217, 0.234, 0.214, 0.198, -0.423, 0.031, -0.261, -0.170, -0.259, 0.032, 0.191, 0.220, 0.217, 0.229, 0.192]}


{"formula": "C19H30BF4I2NOSSi2SnTe", "method": "ωB97M-V/def2-TZVPD", "fmax_ev_per_a": 0.258, "de_lowest_kcal_mol": 0.00, "homo_lumo_gap_ev": 5.004, "e_lumo_ev": 3.775, "total_charge": -2, "total_energy_ha": -3351.58854, "elements": ["Sn", "I", "C", "I", "H", "H", "C", "Si", "C", "C", "C", "C", "C", "C", "C", "Si", "C", "C", "H", "H", "H", "H", "H", "H", "H", "H", "H", "H", "H", "H", "H", "H", "H", "H", "Te", "C", "C", "C", "C", "S", "H", "H", "H", "C", "N", "C", "C", "C", "O", "H", "H", "H", "H", "H", "H", "H", "H", "H", "F", "B", "F", "F", "F"], "positions_angstrom": [[0.35282, 2.26131, 1.04317], [-3.46349, 2.07882, 0.33831], [-1.80108, 2.58787, 1.59698], [0.30956, 4.93649, -0.20220], [-2.01408, 2.06934, 2.52905], [-1.92888, 3.65413, 1.77152], [-1.94703, -1.65273, -1.15855], [-1.15321, -1.95207, 0.53069], [0.66063, -1.49780, 0.49578], [-1.41834, -3.73090, 1.16529], [-1.02478, -5.00402, 0.74905], [-1.35954, -6.11516, 1.50699], [-2.08610, -5.96811, 2.68903], [-2.48351, -4.70979, 3.11307], [-2.15814, -3.58341, 2.35561], [-2.51064, -1.71529, 2.43779], [-2.01558, -0.85406, 4.02270], [-4.35201, -1.44746, 2.12596], [-2.18632, -2.59326, -1.65975], [-1.26905, -1.07253, -1.78645], [-2.86665, -1.07439, -1.05289], [1.21906, -2.24292, -0.07762], [1.10146, -1.44363, 1.49202], [0.82367, -0.53930, 0.00065], [-0.44499, -5.13165, -0.15955], [-1.04790, -7.10396, 1.18933], [-2.33409, -6.84438, 3.27779], [-3.04378, -4.61020, 4.03762], [-2.68600, -1.12743, 4.84218], [-2.06764, 0.23009, 3.90420], [-0.99022, -1.07530, 4.31705], [-4.92853, -1.75914, 3.00223], [-4.69254, -2.03132, 1.26823], [-4.56622, -0.39710, 1.92772], [4.73636, 0.23270, -0.31453], [5.26121, 0.63100, -2.31827], [5.79920, 1.75719, -2.89249], [5.92969, 1.69285, -4.30799], [5.49113, 0.51114, -4.82658], [4.92278, -0.51486, -3.56660], [6.07731, 2.61814, -2.30016], [6.33239, 2.49546, -4.91384], [5.48097, 0.19663, -5.85875], [2.17536, 2.07935, -2.21290], [0.91811, 2.51583, -2.80795], [1.02329, 3.51857, -3.84754], [-0.25313, 2.16168, -2.26586], [-1.50838, 2.60968, -2.96338], [-0.32068, 1.46825, -1.23426], [2.67439, 2.90744, -1.70616], [2.82933, 1.69061, -2.99426], [2.00294, 1.29074, -1.49157], [1.99118, 3.40587, -4.33410], [0.96292, 4.52310, -3.41763], [0.24626, 3.40149, -4.60073], [-1.58813, 3.69780, -2.91273], [-2.35265, 2.17386, -2.44008], [-1.51303, 2.30467, -4.01056], [0.21460, 2.78075, 3.45500], [0.63044, 2.00452, 4.61344], [0.82078, 0.68948, 4.17190], [-0.40963, 2.06473, 5.54606], [1.79809, 2.55061, 5.11954]], "nbo_charge": [1.257, -0.011, -1.121, -0.665, 0.211, 0.219, -1.109, 1.207, -1.107, -0.454, -0.196, -0.229, -0.227, -0.243, -0.337, 1.188, -1.107, -1.103, 0.223, 0.250, 0.244, 0.243, 0.257, 0.258, 0.201, 0.196, 0.195, 0.197, 0.221, 0.255, 0.268, 0.218, 0.228, 0.249, -0.415, -0.444, -0.369, -0.269, -0.494, 0.395, 0.218, 0.197, 0.210, -0.437, -0.409, -0.412, 0.733, -0.721, -0.743, 0.221, 0.212, 0.259, 0.212, 0.214, 0.194, 0.242, 0.254, 0.210, -0.592, 1.357, -0.567, -0.571, -0.560]}


{"formula": "C19H30BrCl24I2NO4PS2", "method": "ωB97M-V/def2-TZVPD", "fmax_ev_per_a": 1.894, "homo_lumo_gap_ev": 7.063, "e_lumo_ev": 1.650, "total_charge": -1, "total_energy_ha": -16449.34111, "elements": ["C", "C", "Br", "C", "C", "O", "P", "S", "C", "C", "C", "S", "C", "I", "C", "C", "I", "O", "C", "O", "N", "O", "H", "H", "H", "H", "H", "H", "H", "H", "H", "H", "H", "H", "H", "H", "H", "H", "H", "H", "H", "H", "H", "H", "C", "Cl", "Cl", "Cl", "H", "C", "Cl", "Cl", "Cl", "H", "C", "Cl", "Cl", "Cl", "H", "C", "Cl", "Cl", "Cl", "H", "C", "Cl", "Cl", "Cl", "H", "C", "Cl", "Cl", "Cl", "H", "C", "Cl", "Cl", "Cl", "H", "C", "Cl", "Cl", "Cl", "H"], "positions_angstrom": [[-2.49322, 0.30135, -1.72358], [-1.65445, 1.54328, -1.96912], [-2.92178, 2.99761, -2.44391], [-0.86381, 2.03647, -0.76227], [0.16437, 1.03523, -0.23891], [-0.31706, -0.14736, 0.30565], [0.63865, -0.63656, 1.65858], [1.90129, -1.25132, 3.44723], [2.05702, -1.24967, 0.51986], [1.66089, -1.77349, -0.86623], [0.64810, -2.93030, -0.87297], [-0.07832, -3.11496, -2.55498], [-0.80530, -0.33853, 2.96577], [-2.81771, -0.24845, 2.12110], [-0.56355, 0.85382, 3.88616], [-1.08257, 2.19955, 3.38366], [-1.62208, 0.43202, 5.78676], [1.31140, 0.97359, 1.85065], [1.11514, 1.76434, 0.76092], [2.32681, 2.15676, 0.07692], [2.53700, 3.56122, 0.30945], [3.39274, 3.70624, 1.08842], [-1.89159, -0.55661, -1.43460], [-3.25420, 0.53084, -0.97895], [-3.03488, 0.06257, -2.64420], [-1.01929, 1.43172, -2.84681], [-0.29097, 2.91029, -1.09251], [-1.56742, 2.40093, -0.00770], [0.82864, 0.89186, -1.11133], [0.19892, -2.00882, 1.70424], [2.37807, -0.08090, 3.89614], [2.60771, -1.99668, 1.08761], [2.75615, -0.41890, 0.36974], [1.29656, -0.99947, -1.53945], [2.57338, -2.16486, -1.32973], [1.15578, -3.87782, -0.69600], [-0.19371, -2.77156, -0.20981], [-0.72235, -1.94201, -2.62345], [-0.83644, -1.23738, 3.57208], [0.46830, 0.94829, 4.19307], [-0.42229, 2.99002, 3.75450], [-1.06171, 2.25466, 2.29580], [-2.08235, 2.43543, 3.72962], [0.62296, 2.70934, 1.03630], [1.50207, 7.77705, 1.05162], [0.59693, 8.07571, 2.54036], [2.00191, 6.09362, 0.94318], [0.54533, 8.24497, -0.36003], [2.38912, 8.39583, 1.07177], [-5.57433, 1.51513, 5.56998], [-7.03788, 2.40643, 6.02509], [-5.99139, -0.08279, 4.96245], [-4.64101, 2.41190, 4.38390], [-4.96350, 1.39441, 6.45647], [-4.72346, -3.07085, 7.68301], [-5.79698, -3.45165, 6.33531], [-3.10458, -3.69928, 7.38629], [-4.67027, -1.33247, 7.98215], [-5.11620, -3.55028, 8.56928], [-5.20870, 2.14313, -5.24856], [-6.78567, 2.91954, -5.07628], [-5.38890, 0.48634, -5.83255], [-4.16873, 3.07531, -6.32618], [-4.74055, 2.10835, -4.27218], [3.24903, -3.02409, -5.22728], [2.58717, -1.39624, -5.08205], [4.84102, -2.99488, -6.00973], [3.34854, -3.79762, -3.65061], [2.58182, -3.61515, -5.85235], [1.96666, -6.63156, -7.74750], [0.99851, -8.07781, -7.46265], [1.17831, -5.56786, -8.91331], [2.27973, -5.77749, -6.23526], [2.91785, -6.93856, -8.16119], [4.44746, 1.61218, -7.69146], [4.86432, 0.09948, -6.89570], [5.84768, 2.30191, -8.52324], [3.11026, 1.37735, -8.82061], [4.12786, 2.31692, -6.93537], [4.26740, -3.00419, 6.80853], [6.03518, -3.01430, 6.68148], [3.56900, -1.68659, 5.88170], [3.60388, -4.55690, 6.28712], [4.01225, -2.86676, 7.85070]], "mulliken_charge": [-0.716, 0.121, -0.247, -1.508, 0.886, 0.050, -0.015, -0.231, -1.429, 0.175, -0.540, -0.222, -1.563, -0.096, 0.131, -0.390, -0.018, -0.460, -0.972, -0.252, 0.025, -0.289, -0.120, 0.272, 0.367, 0.488, 0.422, 0.381, 0.241, 0.185, 0.045, 0.823, 0.155, -0.031, 0.350, 0.427, 0.180, 0.083, 1.006, 0.394, 0.298, -0.086, 0.025, 0.742, -0.004, -0.134, 0.062, -0.136, 0.300, 0.133, -0.161, -0.058, -0.077, 0.107, 0.009, -0.125, -0.106, -0.090, 0.308, 0.593, -0.142, -0.144, -0.126, -0.242, 0.332, -0.098, -0.165, -0.095, 0.061, 0.016, -0.126, -0.127, -0.095, 0.297, 0.016, -0.046, -0.137, -0.133, 0.293, -0.019, -0.151, -0.035, -0.138, 0.292]}